Below is C34H62BrClIO10PS as an isolated structure in a non-equilibrium geometry, with properties calculated with ωB97M-V/def2-TZVPD.

XYZ file:
```
111
Properties=species:S:1:pos:R:3:forces:R:3:mulliken_charge:R:1
C 0.8590 5.7759 1.4936 1.43 0.33 0.83 -0.86
C 0.0525 4.7529 2.4845 1.29 0.47 0.00 -0.30
P -1.7649 4.4132 2.0225 -1.22 1.15 0.62 -0.02
C -2.5013 6.1569 1.5648 0.70 0.85 -1.58 -0.99
C -1.9065 3.4014 0.3611 -1.54 1.20 0.47 0.43
O -1.0265 4.0779 -0.5709 -0.46 -3.14 -2.06 -0.23
S -1.0302 3.3147 -2.1342 1.77 6.42 -5.54 1.43
O -2.2151 3.7655 -3.0201 2.75 -2.40 4.02 -0.64
O 0.2306 3.9953 -2.7998 -3.55 -3.22 3.23 -0.67
C -0.8565 1.4139 -1.9917 0.00 -1.88 0.56 -0.18
C -2.1771 0.7998 -2.6859 -1.19 -0.16 -1.85 -1.23
C -3.6555 1.1055 -2.0825 -1.53 -0.32 -0.06 1.02
C -4.3967 -0.2314 -1.4002 0.69 0.10 -0.21 -0.62
O -4.5879 1.4811 -3.2011 1.23 -1.76 0.01 -0.66
C 0.4834 0.9944 -2.8511 1.66 -0.61 -0.36 -0.26
C 0.3796 0.8424 -4.4624 2.10 0.92 -0.61 -0.12
C -0.1001 2.1262 -5.3362 0.97 0.21 -0.65 -0.87
Cl -0.3588 -0.8008 -5.0512 0.35 1.63 0.61 -0.20
C -0.6308 1.0228 -0.3707 0.16 1.34 0.72 1.13
C 0.8696 1.5863 0.0652 1.05 0.41 0.41 -0.19
C 2.0357 0.4545 0.1888 0.82 0.74 1.06 0.87
C 3.4822 1.2663 0.4003 0.04 -1.03 -0.67 -0.54
C 4.7318 0.3730 -0.2093 0.32 -0.05 0.38 -0.16
C 6.1191 1.2486 -0.2743 -0.86 1.05 -0.09 -0.56
O 7.1154 0.6908 -1.2225 0.03 2.55 -1.84 -0.31
C 7.4153 1.6444 -2.3054 4.28 3.62 -1.00 0.49
C 6.3439 1.7729 -3.5687 0.16 -0.05 1.09 -0.48
O 8.5174 2.4112 -2.3617 -6.89 -5.35 1.02 -0.54
C -0.9165 -0.5298 0.0076 -0.37 -0.64 1.45 0.18
C -0.2934 -1.7490 -0.8200 -0.65 -2.22 -6.29 -0.34
O -0.5062 -2.1584 -2.0710 0.75 3.24 7.94 -0.51
I 1.1505 -3.1086 0.2264 -0.98 0.71 -0.34 0.01
C -1.7433 1.8212 0.5919 -1.32 -0.33 -0.79 -1.25
Br -1.4787 1.5698 2.5916 0.34 -1.18 -1.21 0.12
H 1.9616 5.8723 1.9415 -2.27 -0.15 -0.96 0.35
H 1.0046 5.3964 0.3923 -0.69 0.79 2.19 0.12
H 0.4204 6.8842 1.5525 0.74 -2.62 -0.37 0.26
H 0.6259 3.7182 2.6417 -1.29 2.27 -0.54 0.10
H 0.0370 5.2468 3.5714 -0.25 -1.06 -2.34 0.40
H -3.6712 6.1339 1.4499 2.38 -0.16 0.41 0.32
H -2.0425 6.4776 0.5130 -1.07 -0.37 2.21 0.26
H -2.1867 6.9710 2.3591 -0.66 -1.82 -1.52 0.34
H -3.0254 3.6091 0.0013 2.24 -0.46 0.79 0.26
H -2.2417 1.2642 -3.7872 0.29 -0.90 2.54 0.27
H -2.1572 -0.3755 -2.8971 0.68 2.56 0.86 0.49
H -3.7128 2.0531 -1.3575 0.23 -2.17 -1.73 -0.43
H -4.7675 0.0514 -0.3199 0.65 -0.88 -2.11 0.17
H -3.6532 -1.1653 -1.3975 -1.60 2.04 0.27 0.17
H -5.3134 -0.5566 -2.0714 1.89 0.84 1.62 0.20
H -4.7247 0.6621 -3.7960 0.50 1.82 1.57 0.41
H 1.4125 1.7292 -2.6783 -2.50 -1.23 -0.35 0.43
H 0.9591 -0.0492 -2.5099 -1.69 2.20 -0.42 -0.03
H 1.5225 0.6949 -4.7997 -2.62 0.24 0.89 0.42
H 0.7086 2.9886 -5.1755 -1.78 -1.95 -0.14 0.22
H -1.1308 2.5962 -5.0792 1.78 -1.11 -0.49 0.21
H -0.0100 1.8172 -6.4846 -0.49 0.65 2.56 0.35
H 1.2701 2.4541 -0.6514 -1.21 -2.02 1.22 0.24
H 0.8767 2.1422 1.1223 -0.46 -1.44 -2.21 -0.71
H 1.8721 -0.1529 1.1798 0.12 0.97 -2.03 -0.45
H 2.1355 -0.2912 -0.7015 -0.32 1.52 1.53 0.19
H 3.4131 2.2627 -0.2210 0.28 -1.75 1.45 0.32
H 3.6683 1.4356 1.5467 -0.45 0.03 -2.30 0.18
H 4.9552 -0.5674 0.4770 -0.66 1.86 -1.46 0.11
H 4.4290 -0.0160 -1.2750 0.75 0.83 1.97 0.20
H 6.6536 1.3065 0.7742 -1.19 -0.04 -2.14 0.25
H 5.8669 2.3437 -0.6768 0.41 -2.23 1.25 0.35
H 5.3088 2.1513 -3.1112 2.18 -1.02 -1.10 0.07
H 6.7290 2.5612 -4.3693 -0.67 -1.85 2.01 0.28
H 6.2458 0.7015 -4.0292 -0.02 2.11 0.86 0.26
H -0.5346 -0.6937 1.1289 -0.72 0.52 -2.52 0.07
H -2.0965 -0.6972 0.0865 2.54 0.24 -0.56 0.28
H -2.8272 1.3273 0.4899 2.60 1.10 -0.06 0.09
C 0.4675 -2.1188 5.4904 -0.40 -0.53 -0.01 -0.62
C 1.9448 -1.8244 5.4470 0.51 0.10 0.42 -0.58
C 2.0827 -1.0887 4.1320 0.09 0.08 -0.41 -0.09
O 0.8461 -0.3968 3.9105 0.14 -0.27 0.16 -0.23
C -0.1212 -0.8790 4.8535 -0.23 0.37 -0.03 -0.40
H 0.0854 -2.3030 6.4977 0.02 0.04 -0.13 0.36
H 0.2459 -2.9974 4.8730 -0.02 0.09 0.09 0.25
H 2.2150 -1.1606 6.2767 0.03 -0.09 -0.08 0.28
H 2.5730 -2.7169 5.5046 -0.05 0.11 -0.03 0.33
H 2.2294 -1.7856 3.3001 0.09 -0.05 -0.01 -0.04
H 2.9095 -0.3725 4.1371 -0.12 0.03 -0.06 0.24
H -0.2847 -0.0909 5.5966 -0.09 -0.04 0.04 0.28
H -1.0670 -1.0783 4.3423 0.11 0.10 -0.04 0.24
C 5.1928 -5.6096 2.4802 0.24 0.17 0.60 -0.61
C 4.9021 -6.8476 1.6717 0.29 -0.37 -0.45 -0.54
C 3.4017 -6.7650 1.4941 -0.47 -0.21 0.01 -0.51
O 3.0604 -5.3720 1.4796 0.29 -0.01 0.12 -0.33
C 4.2030 -4.6183 1.9083 -0.10 0.35 -0.25 -0.02
H 6.2286 -5.2690 2.4055 -0.14 -0.01 0.01 0.36
H 4.9676 -5.7952 3.5371 0.06 0.06 -0.10 0.27
H 5.3981 -6.7784 0.6964 -0.05 -0.06 0.11 0.26
H 5.2243 -7.7738 2.1543 -0.07 0.10 -0.07 0.34
H 2.8757 -7.2291 2.3352 0.02 -0.08 -0.04 0.29
H 3.0626 -7.2367 0.5674 -0.05 0.14 0.09 0.28
H 4.6148 -4.1082 1.0307 0.06 0.07 0.06 0.23
H 3.8949 -3.8642 2.6377 -0.10 -0.04 -0.09 0.01
C -8.4228 -3.8386 -0.5819 -0.02 -0.36 0.55 -0.55
C -9.2438 -2.7815 -1.2741 -0.48 0.04 -0.44 -0.55
C -8.3017 -1.5973 -1.2727 0.15 0.43 0.10 -0.50
O -6.9694 -2.1254 -1.3283 -0.33 -0.24 0.07 -0.27
C -7.0286 -3.5381 -1.0872 0.39 -0.06 -0.26 -0.48
H -8.7451 -4.8595 -0.8019 0.07 0.11 0.03 0.33
H -8.4668 -3.6910 0.5037 0.01 -0.07 -0.11 0.27
H -9.4535 -3.0908 -2.3048 -0.02 0.06 0.11 0.27
H -10.1955 -2.5701 -0.7801 0.12 0.01 -0.07 0.32
H -8.3931 -1.0178 -0.3479 -0.09 0.05 -0.03 0.31
H -8.4683 -0.9282 -2.1218 0.13 -0.04 0.09 0.28
H -6.8328 -4.0475 -2.0371 0.02 -0.09 0.06 0.28
H -6.2522 -3.8230 -0.3718 0.00 0.12 -0.10 0.28
```
Positions in Å, forces in eV/Å.

Calculated values
**HOMO-LUMO gap**: 7.566 eV

Below is C34H63AsNO7PSi4Y as an isolated structure, with properties calculated with ωB97M-V/def2-TZVPD.

XYZ file:
```
112
Properties=species:S:1:pos:R:3:forces:R:3:mulliken_charge:R:1
Y -0.3746 -0.7681 0.3402 -0.02 -0.33 0.31 -0.24
O -0.7488 -1.6104 -1.9624 -0.06 -0.02 0.00 -0.53
C -0.0109 -2.7492 -2.3951 -0.06 -0.01 -0.04 -1.22
C 1.4212 -2.6480 -1.9269 0.03 -0.03 0.02 -0.26
N 1.5003 -2.6020 -0.4644 -0.01 0.02 -0.03 1.02
C 1.1012 -3.8927 0.1128 -0.01 0.01 -0.02 0.02
C -0.3916 -4.0163 0.4537 0.00 0.02 -0.06 0.43
O -0.8523 -5.1405 0.5997 0.01 -0.01 0.02 -0.81
O -1.0239 -2.9085 0.5894 0.08 0.14 -0.05 -0.64
C 2.8321 -2.1680 -0.0183 0.01 -0.02 0.02 -1.29
C 2.8145 -0.9179 0.8696 0.02 0.01 -0.03 0.46
O 3.8141 -0.6733 1.5367 0.01 0.01 0.00 -0.83
O 1.7467 -0.2137 0.8216 -0.07 -0.02 0.00 -0.93
H -0.4249 -0.7990 -2.4061 0.02 0.06 -0.03 -0.60
H -0.0553 -2.8386 -3.4834 0.01 0.00 0.04 0.63
H -0.5163 -3.6171 -1.9741 0.00 -0.01 0.01 0.54
H 1.8524 -1.7273 -2.3235 0.00 0.03 -0.01 0.07
H 2.0029 -3.4942 -2.3250 0.00 0.00 -0.01 0.16
H 1.6315 -4.0384 1.0515 0.01 -0.01 0.01 -0.55
H 1.3761 -4.7273 -0.5429 0.00 0.00 0.00 0.31
H 3.4605 -1.9236 -0.8791 0.01 0.00 0.01 0.57
H 3.3457 -2.9604 0.5279 0.01 0.00 -0.01 0.32
C -4.5103 -0.0933 -1.6446 0.00 0.01 0.00 -2.02
C -3.5949 -0.2943 -0.4611 0.05 -0.05 0.04 1.27
O -2.4023 -0.0088 -0.6209 -0.02 0.06 -0.11 0.73
C -4.1222 -0.8019 0.7890 -0.04 0.03 -0.05 0.41
C -5.4891 -1.1323 0.8921 0.00 0.01 0.03 -0.97
C -6.0449 -1.5718 2.0648 0.01 0.01 -0.03 -0.97
C -5.2179 -1.6884 3.1948 -0.02 -0.01 0.03 -0.74
C -3.8869 -1.3795 3.1361 0.00 0.03 -0.02 -0.73
C -3.2723 -0.9353 1.9289 0.04 -0.03 0.01 0.12
O -2.0191 -0.6580 1.9207 -0.02 -0.03 0.07 0.72
H -3.9240 0.3107 -2.4645 0.01 0.01 -0.01 0.07
H -5.3261 0.5898 -1.4061 0.00 0.00 0.00 0.43
H -4.9453 -1.0487 -1.9437 0.00 0.01 0.00 0.52
H -6.1188 -1.0376 0.0171 0.00 0.00 0.00 0.40
H -7.0947 -1.8258 2.1199 0.00 0.00 0.00 0.38
H -5.6411 -2.0365 4.1306 0.01 0.00 0.00 0.44
H -3.2511 -1.4854 4.0048 -0.01 0.00 0.00 0.14
C 2.8987 2.8123 0.1421 0.00 0.00 0.03 -0.57
Si 2.6039 2.4214 -1.6752 -0.06 -0.01 0.02 0.74
C 3.0219 4.0266 -2.5926 -0.01 0.01 -0.03 -1.18
C 3.9036 1.1502 -2.1971 0.03 0.00 0.01 -0.90
Si 0.4576 1.5447 -2.0331 0.01 -0.01 -0.01 1.49
Si 0.5965 1.1272 -4.3495 0.03 0.02 0.04 0.11
C -1.1489 0.9370 -5.0646 -0.01 0.00 -0.01 -1.14
C 1.4808 -0.4930 -4.8007 -0.01 -0.03 0.01 -1.08
C 1.5288 2.3642 -5.4404 0.03 -0.01 -0.01 -1.28
Si -0.8216 3.5097 -2.1957 0.06 -0.03 -0.02 0.44
C -0.4604 4.6776 -0.7496 -0.02 0.02 -0.02 -0.52
C -2.6781 3.1451 -2.1853 -0.01 0.01 -0.01 -0.67
C -0.5800 4.6130 -3.7190 0.02 -0.01 0.00 -1.14
H 3.9453 3.0839 0.3125 0.00 0.00 -0.01 0.41
H 2.6556 1.9554 0.7734 0.02 0.04 -0.01 -0.14
H 2.2815 3.6600 0.4509 -0.02 0.01 0.00 0.11
H 4.0499 4.3323 -2.3715 0.00 -0.02 0.00 0.39
H 2.3618 4.8371 -2.2738 0.01 0.00 0.01 0.19
H 2.9197 3.9245 -3.6735 0.03 0.01 0.01 0.26
H 4.9076 1.4878 -1.9239 0.00 -0.01 -0.01 0.46
H 3.8851 0.9713 -3.2757 0.00 0.01 0.01 0.29
H 3.7263 0.1974 -1.6923 0.01 0.00 -0.01 -0.06
H -1.7023 0.1719 -4.5111 -0.01 0.00 -0.01 0.24
H -1.1235 0.6431 -6.1184 0.01 0.00 0.00 0.42
H -1.7171 1.8666 -4.9854 0.00 0.00 -0.02 0.24
H 0.9078 -1.3771 -4.5180 0.02 0.01 -0.02 0.16
H 2.4637 -0.5624 -4.3280 -0.01 0.00 -0.02 0.22
H 1.6272 -0.5351 -5.8848 0.00 0.00 0.00 0.52
H 1.2452 3.4015 -5.2738 0.00 -0.01 -0.02 0.35
H 1.3570 2.1220 -6.4949 -0.01 0.00 0.01 0.41
H 2.6029 2.2734 -5.2535 -0.02 0.02 -0.01 0.30
H -0.4724 4.1661 0.2106 -0.02 -0.02 0.02 -0.48
H -1.1968 5.4871 -0.7142 0.01 0.00 0.01 0.47
H 0.5290 5.1273 -0.8643 0.00 0.00 -0.01 0.36
H -2.9612 2.5115 -1.3451 -0.01 -0.01 0.04 -0.25
H -2.9618 2.6166 -3.0996 0.00 0.01 0.00 0.25
H -3.2557 4.0741 -2.1392 -0.01 -0.01 0.00 0.48
H 0.4525 4.9611 -3.7898 -0.01 0.01 -0.01 0.30
H -1.2292 5.4917 -3.6446 -0.01 0.00 0.02 0.40
H -0.8226 4.0946 -4.6487 -0.02 0.01 0.00 0.25
C 0.2538 3.4935 2.8762 0.01 0.00 0.02 -1.39
As -0.7280 1.8741 2.3621 0.01 0.04 -0.06 1.58
C -1.3797 1.4786 4.1674 -0.01 0.00 0.02 -1.16
C -2.4143 2.6780 1.7749 -0.03 -0.01 0.05 -0.92
H -0.4015 4.1768 3.4189 0.01 0.01 0.01 0.43
H 0.6680 3.9959 2.0069 0.00 0.01 -0.02 0.23
H 1.0847 3.1990 3.5188 -0.01 0.00 0.00 0.41
H -1.8273 2.3813 4.5865 0.00 -0.01 0.01 0.56
H -0.5706 1.1507 4.8183 -0.03 0.02 -0.01 0.38
H -2.1296 0.6933 4.0999 0.00 0.01 0.00 -0.05
H -2.7238 3.4563 2.4743 -0.01 0.00 0.00 0.52
H -3.1660 1.8873 1.7543 0.01 0.01 0.00 0.14
H -2.3261 3.0996 0.7784 0.03 0.02 -0.06 -0.07
C -0.5686 -2.1447 4.6638 0.00 0.01 0.00 -1.58
P 0.6954 -1.8005 3.3791 0.00 0.01 -0.05 2.22
C 1.8143 -0.6532 4.2690 -0.02 0.02 -0.01 -1.47
C 1.6529 -3.3603 3.4698 -0.03 0.00 -0.01 0.57
C 3.0468 -3.3651 3.4003 0.00 -0.01 -0.01 -0.50
C 3.7445 -4.5641 3.3321 0.00 0.01 0.00 -0.65
C 3.0637 -5.7732 3.3280 0.01 -0.01 0.00 -0.58
C 1.6770 -5.7792 3.3927 0.00 0.01 0.00 -0.52
C 0.9786 -4.5839 3.4627 0.01 0.01 0.01 -0.69
H -1.3013 -2.8477 4.2684 -0.01 0.00 0.01 0.33
H -1.0907 -1.2160 4.8922 0.01 -0.01 0.00 0.41
H -0.1193 -2.5505 5.5720 -0.01 0.00 0.01 0.50
H 2.1702 -1.0756 5.2111 0.01 0.01 0.00 0.46
H 1.2676 0.2693 4.4693 0.04 -0.03 0.00 0.26
H 2.6555 -0.3970 3.6238 0.01 -0.01 -0.01 0.30
H 3.5934 -2.4315 3.3557 0.00 0.00 0.00 0.27
H 4.8258 -4.5487 3.2682 0.00 0.01 0.00 0.42
H 3.6097 -6.7062 3.2617 0.00 0.00 0.00 0.36
H 1.1313 -6.7135 3.3613 0.00 0.00 0.00 0.41
H -0.1040 -4.6107 3.4599 0.00 0.00 0.00 0.12
```
Positions in Å, forces in eV/Å.

Calculated values
**HOMO-LUMO gap**: 6.885 eV
**Net charge**: -1
**Energy relative to the best compared isomer or geometry (same formula, charge and spin)**: 0.0 kJ/mol

Question: Number 2 is which compound?
Answer: C34H63AsNO7PSi4Y